(1)
The following is a DFT calculation (ωB97M-V with the def2-TZVPD basis set) of the ion C5H11N2O with charge +1 in a non-equilibrium geometry.

The structure (SMILES) is N/C=C(\[NH3+])CCC=O. The energy above the lowest of the compared OMol25 structures with the same formula, charge and spin is 1.854 eV. The gap between HOMO and LUMO is 10.8927 eV.

Geometry as ORCA input:
```
! RIJCOSX wB97M-V def2-TZVPD def2/J DEFGRID3
* xyz 1 1
N -2.762 -0.099 0.571
C -1.742 0.453 -0.254
C -0.481 0.344 0.138
N -0.254 -0.275 1.483
C 0.723 1.003 -0.453
C 1.605 -0.039 -1.236
C 2.178 -1.175 -0.461
O 1.946 -1.533 0.678
H -3.487 -0.442 -0.058
H -3.121 0.624 1.181
H -1.852 0.951 -1.209
H -1.073 -0.829 1.740
H 0.649 -0.804 1.531
H -0.104 0.510 2.141
H 1.421 1.393 0.287
H 0.231 1.830 -1.046
H 2.283 0.393 -1.982
H 0.951 -0.508 -2.022
H 2.888 -1.798 -1.029
*
```

(2)
The following is a DFT calculation (ωB97M-V with the def2-TZVPD basis set) of an isolated molecule of C4H8N2O in a non-equilibrium geometry.

The structure (SMILES) is OCN1CCC=N1. The energy above the lowest of the compared OMol25 structures with the same formula, charge and spin is 3.427 eV. The gap between HOMO and LUMO is 9.0881 eV.

Geometry as ORCA input:
```
! RIJCOSX wB97M-V def2-TZVPD def2/J DEFGRID3
* xyz 0 1
O -2.663 0.183 0.534
C -1.934 -0.371 -0.529
N -0.457 -0.385 -0.527
C 0.507 0.794 -0.284
C 1.734 0.149 0.290
C 1.239 -1.414 0.266
N -0.012 -1.548 -0.016
H -2.537 -0.349 1.283
H -2.147 0.248 -1.379
H -2.118 -1.546 -0.683
H 0.107 1.555 0.397
H 0.670 1.246 -1.244
H 2.156 0.276 1.291
H 2.702 0.175 -0.305
H 1.912 -2.149 0.671
*
```

(3)
The following is a DFT calculation (ωB97M-V with the def2-TZVPD basis set) of a structure of composition C21H42Br4CaCl2CsF4N2O5P in a non-equilibrium geometry.

The gap between HOMO and LUMO is 0.9015 eV.

Geometry as ORCA input:
```
! RIJCOSX wB97M-V def2-TZVPD def2/J DEFGRID3
* xyz 0 1
C -2.651 3.093 3.431
C -3.437 2.667 2.276
C -4.881 2.975 2.221
N -2.902 1.973 1.304
P -1.971 2.964 0.376
O -0.880 2.072 -0.313
C 0.466 2.563 -0.068
C 1.287 1.705 0.855
C 0.531 1.148 2.061
C 2.499 2.528 1.192
C 3.547 1.795 2.037
C 2.140 3.838 1.892
H -3.176 2.804 4.335
H -2.462 4.157 3.416
H -1.694 2.605 3.457
H -5.011 4.051 2.195
H -5.319 2.548 1.338
H -5.395 2.536 3.065
H -1.416 3.915 1.346
H -2.705 3.650 -0.590
H 0.372 3.564 0.329
H 0.989 2.662 -1.010
H 1.622 0.845 0.284
H -0.526 1.337 1.999
H 0.929 1.509 2.998
H 0.622 0.074 2.103
H 2.990 2.799 0.255
H 4.395 1.608 1.394
H 3.147 0.880 2.448
H 3.862 2.464 2.827
H 1.560 3.725 2.797
H 3.078 4.327 2.152
H 1.621 4.542 1.260
F 4.331 2.897 -0.881
Cs 4.013 4.701 -1.456
Cl -3.955 1.419 -0.614
C -4.770 0.221 -1.724
C -5.250 0.798 -3.024
Cl -6.619 1.929 -2.789
H -5.589 -0.220 -1.164
H -4.033 -0.552 -1.927
H -5.604 -0.009 -3.670
H -4.460 1.334 -3.544
C 6.086 -2.991 0.000
C 6.431 -3.323 1.431
O 7.222 -2.251 2.042
C 6.565 -1.231 2.479
O 5.392 -1.016 2.455
C 7.558 -0.261 3.132
F 8.629 -0.024 2.417
F 7.960 -0.654 4.326
F 6.931 1.012 3.339
H 6.989 -2.768 -0.580
H 5.569 -3.830 -0.462
H 5.440 -2.113 -0.059
H 7.052 -4.212 1.477
H 5.437 -3.549 2.089
O -0.686 5.190 2.371
H -1.250 5.185 3.152
C -0.996 -2.869 -0.893
C 0.161 -2.545 -0.076
N 1.080 -2.288 0.573
H -1.196 -3.937 -0.843
H -1.867 -2.326 -0.530
H -0.808 -2.589 -1.927
Ca 6.383 2.588 4.537
C -6.641 -1.946 -6.199
C -6.470 -2.973 -5.054
C -7.874 -3.499 -4.669
O -5.926 -2.353 -3.985
H -7.264 -1.105 -5.891
H -5.673 -1.559 -6.519
H -7.116 -2.414 -7.069
H -5.924 -3.836 -5.489
H -8.522 -2.692 -4.328
H -7.803 -4.243 -3.876
H -8.355 -3.976 -5.531
C 3.938 -6.648 -1.955
Br 2.767 -5.727 -0.749
Br 4.619 -5.474 -3.321
Br 5.356 -7.546 -1.017
H 3.356 -7.408 -2.453
Br 4.312 -4.345 3.258
*
```

(4)
The following is a DFT calculation (ωB97M-V with the def2-TZVPD basis set) of a structure of composition C17H36CrO14 in a non-equilibrium geometry.

Its expectation value of S² is 6.01. The energy above the lowest of the compared OMol25 structures with the same formula, charge and spin is 0.000 eV. The gap between HOMO and LUMO (alpha / beta) is 7.6390 / 8.4802 eV.

Geometry as ORCA input:
```
! RIJCOSX wB97M-V def2-TZVPD def2/J DEFGRID3
* xyz 0 5
Cr -0.099 0.129 -0.216
C 2.788 1.151 -3.192
C 1.275 1.200 -3.051
O 0.804 1.053 -1.791
H 3.238 1.701 -2.362
H 3.105 1.575 -4.144
H 3.114 0.110 -3.116
H 0.831 0.503 -3.800
H 0.952 2.190 -3.480
C -1.306 -1.140 3.701
C -1.014 -1.655 2.291
C -1.911 -2.861 1.993
O -1.068 -0.689 1.338
H -2.368 -0.889 3.822
H -0.729 -0.248 3.936
H -1.103 -1.928 4.434
H 0.022 -2.077 2.362
H -2.034 -3.081 0.931
H -2.924 -2.719 2.396
H -1.532 -3.765 2.485
C -1.171 2.519 3.274
O -0.294 3.436 2.612
C 0.118 3.081 1.398
O -0.208 2.062 0.840
O 0.899 4.017 0.914
C 1.445 3.745 -0.390
H -1.347 1.619 2.684
H -2.102 3.038 3.492
H -0.717 2.216 4.219
H 1.997 2.811 -0.402
H 2.149 4.549 -0.600
H 0.652 3.755 -1.128
C 2.038 0.691 3.323
O 3.166 0.193 2.620
C 2.931 -0.157 1.374
O 1.872 -0.022 0.807
O 4.023 -0.695 0.875
C 3.940 -1.159 -0.484
H 2.227 0.560 4.385
H 1.124 0.157 3.058
H 1.873 1.756 3.138
H 2.947 -1.555 -0.700
H 4.717 -1.907 -0.595
H 4.117 -0.346 -1.183
C -2.027 2.615 -2.673
O -3.232 2.076 -2.137
C -3.071 0.989 -1.401
O -2.027 0.399 -1.253
O -4.212 0.617 -0.871
C -4.110 -0.508 0.012
H -2.200 3.625 -3.024
H -1.658 2.010 -3.506
H -1.213 2.571 -1.946
H -3.480 -0.279 0.867
H -3.716 -1.381 -0.510
H -5.127 -0.754 0.306
C 0.620 -3.985 0.136
O -0.066 -4.036 -1.115
C -0.114 -2.896 -1.784
O 0.272 -1.827 -1.389
O -0.672 -3.117 -2.963
C -0.682 -2.004 -3.843
H 0.502 -3.008 0.601
H 1.683 -4.161 -0.041
H 0.212 -4.755 0.779
H -1.574 -2.063 -4.470
H 0.174 -2.001 -4.521
H -0.720 -1.050 -3.320
*
```

(5)
The following is a DFT calculation (ωB97M-V with the def2-TZVPD basis set) of a structure of composition C35H37ClOsP2 in a non-equilibrium geometry.

Its expectation value of S² is 6.02. The energy above the lowest of the compared OMol25 structures with the same formula, charge and spin is 0.000 eV. The gap between HOMO and LUMO (alpha / beta) is 6.3907 / 3.2800 eV.

Geometry as ORCA input:
```
! RIJCOSX wB97M-V def2-TZVPD def2/J DEFGRID3
* xyz 2 5
Os -0.088 0.685 -0.885
C -1.816 0.875 -6.671
C -1.840 -0.426 -6.381
C -1.078 -1.474 -7.150
C 0.331 -1.081 -7.662
C 1.184 -0.253 -6.748
C 1.223 1.092 -6.738
C 0.350 1.958 -7.585
C -1.085 1.451 -7.857
C 1.115 0.165 0.676
H -2.395 1.605 -6.082
H -2.520 -0.800 -5.603
H -1.665 -1.783 -8.038
H -0.981 -2.388 -6.543
H 0.885 -2.026 -7.863
H 0.232 -0.588 -8.635
H 1.877 -0.841 -6.142
H 2.029 1.638 -6.249
H 0.845 2.123 -8.564
H 0.285 2.951 -7.123
H -1.666 2.314 -8.243
H -1.048 0.723 -8.678
H 0.934 0.979 1.396
H 2.192 0.019 0.554
H 0.671 -0.752 1.110
P -1.420 -0.644 -2.067
P 1.594 0.033 -2.155
C -0.466 -0.974 -3.578
C 0.864 -0.726 -3.615
C -2.347 -2.140 -1.646
C -2.735 -2.990 -2.697
C -3.538 -4.100 -2.438
C -3.923 -4.413 -1.134
C -3.488 -3.599 -0.082
C -2.703 -2.471 -0.328
C -2.642 0.695 -2.453
C -2.168 1.996 -2.306
C -3.057 3.078 -2.406
C -4.410 2.844 -2.677
C -4.877 1.532 -2.777
C -4.012 0.444 -2.631
C 3.042 -0.982 -1.763
C 2.850 -2.237 -1.159
C 3.948 -3.044 -0.847
C 5.249 -2.588 -1.113
C 5.441 -1.304 -1.652
C 4.343 -0.494 -1.945
C 2.182 1.750 -2.452
C 2.179 2.697 -1.419
C 2.736 3.966 -1.654
C 3.147 4.317 -2.942
C 3.018 3.405 -4.001
C 2.561 2.109 -3.746
H -0.991 -1.365 -4.457
H 1.463 -1.021 -4.471
H -2.414 -2.779 -3.715
H -3.867 -4.728 -3.269
H -4.539 -5.296 -0.937
H -3.772 -3.848 0.937
H -2.388 -1.827 0.495
H -1.096 2.127 -1.961
H -2.698 4.089 -2.246
H -5.101 3.687 -2.764
H -5.940 1.350 -2.940
H -4.390 -0.577 -2.622
H 1.839 -2.576 -0.938
H 3.793 -4.026 -0.395
H 6.115 -3.212 -0.856
H 6.459 -0.938 -1.833
H 4.501 0.517 -2.330
H 1.697 2.428 -0.469
H 2.832 4.675 -0.837
H 3.533 5.318 -3.135
H 3.280 3.702 -5.020
H 2.479 1.355 -4.529
Cl -1.815 0.876 0.704
*
```

(6)
The following is a DFT calculation (ωB97M-V with the def2-TZVPD basis set) of an isolated molecule of C5H7ClO in a non-equilibrium geometry.

The structure (SMILES) is C[C@H]1CC(=O)[C@@H]1Cl. The energy above the lowest of the compared OMol25 structures with the same formula, charge and spin is 1.293 eV. The gap between HOMO and LUMO is 10.3932 eV.

Geometry as ORCA input:
```
! RIJCOSX wB97M-V def2-TZVPD def2/J DEFGRID3
* xyz 0 1
C 1.497 0.758 0.440
C 0.192 0.505 -0.310
C 0.063 -0.968 -0.814
C -1.339 -1.020 -0.218
O -2.279 -1.760 -0.239
C -1.096 0.182 0.634
Cl -2.419 1.337 0.448
H 1.626 -0.040 1.053
H 1.701 1.691 0.954
H 2.249 0.680 -0.236
H 0.067 1.304 -1.147
H 0.605 -1.777 -0.286
H 0.176 -1.149 -1.946
H -1.044 0.258 1.667
*
```